102
Properties=species:S:1:pos:R:3:lowdin_charge:R:1 method="wB97M-V/def2-TZVPD" fmax_ev_per_a=5.308 total_charge=0 e_homo_ev=-9.31 e_lumo_ev=-1.7934 smiles="O=C1c2ccccc2C(=O)c2c(CP(=O)(O)O)cccc21.CCOC(=O)C(F)(F)F.CCOC(=O)C(F)(F)F.CCOC(=O)C(F)(F)F.CCOC(=O)C(F)(F)F.CCOC(=O)C(F)(F)F" homo_lumo_gap_ha=0.27613
C -5.362 -4.885 -6.107 -0.511
H -4.703 -0.418 4.577 0.095
O -1.784 2.531 1.379 -0.189
O 6.700 0.918 1.848 0.154
H -11.452 1.184 -4.148 0.075
H -4.322 -1.014 -3.994 0.068
O 13.400 -0.412 4.384 0.165
C 10.903 -0.580 3.446 -0.209
H 3.327 2.449 2.703 0.088
C 7.479 0.342 5.049 -0.051
C -6.652 0.641 -0.110 -0.237
C -3.249 -2.876 -3.822 -0.188
H -10.103 -0.954 -4.115 0.127
O -7.877 0.506 0.198 0.024
C -2.858 -0.199 1.392 -0.161
H -3.226 -1.322 -5.330 0.089
C -5.463 2.052 -4.557 -0.020
C 7.744 3.111 1.945 -0.496
H 10.847 0.928 1.902 0.093
H 4.725 1.009 0.371 0.131
C -7.336 1.822 -2.544 0.019
C -9.765 0.268 -7.910 -0.510
F 14.153 -3.251 2.993 0.156
H -2.282 -3.313 -4.089 0.129
F 3.821 0.994 7.723 0.153
F -9.061 1.342 -8.316 0.155
H 3.761 2.474 0.235 0.126
F 8.300 3.545 0.795 0.165
C 7.404 -0.419 6.358 -0.194
H 9.990 1.376 3.393 0.048
P -0.728 1.443 0.552 0.650
C -3.768 0.265 -1.204 -0.198
O -4.328 -3.642 -4.381 0.024
H 8.237 -0.125 7.001 0.128
F 14.184 -1.835 1.358 0.154
H -7.687 2.729 -4.690 0.087
C -9.908 0.198 -6.391 -0.359
C -11.060 -0.888 -4.640 -0.201
H -2.201 -0.655 3.625 0.108
O 0.846 1.753 1.129 -0.218
H 2.729 0.975 1.913 0.055
C 3.622 1.544 2.164 -0.068
H -3.327 1.234 -3.947 0.115
H -1.235 -1.022 -0.019 0.106
H -12.879 0.274 -4.619 0.084
C -4.411 1.406 -3.602 -0.004
O -0.784 1.840 -0.926 -0.331
O -2.739 -0.199 -1.801 -0.025
C -4.552 -0.267 3.457 -0.032
C 6.619 2.110 1.693 -0.362
O 6.199 -0.094 7.066 0.025
H -8.401 1.960 -2.153 0.103
H 4.231 0.950 2.850 0.073
O 5.521 2.742 1.232 0.028
H 11.760 1.406 3.324 0.086
F -10.958 0.334 -8.539 0.155
F 2.714 -0.711 6.996 0.153
H -5.143 2.335 -5.617 0.099
F 15.520 -1.578 3.034 0.157
C -3.343 -1.425 -4.248 -0.083
C -5.685 0.085 2.445 0.005
C -11.937 0.208 -4.066 -0.062
F 7.321 4.212 2.601 0.159
F -5.406 -5.055 -7.442 0.156
C -3.083 -0.395 2.931 -0.019
C -3.993 0.110 0.378 0.017
H -2.573 -0.831 -3.760 0.059
H -11.558 -1.853 -4.523 0.127
F 8.748 2.592 2.683 0.116
H 7.485 -1.499 6.201 0.129
H 7.373 1.417 5.224 0.093
O -10.859 -0.695 -6.048 0.026
O 12.000 -1.277 2.836 0.025
C 14.266 -1.938 2.702 -0.512
C -4.850 0.977 -2.168 -0.040
H 8.431 0.158 4.549 0.057
C -4.168 -4.043 -5.659 -0.369
F -9.131 -0.816 -8.405 0.160
H 0.942 2.740 1.052 0.094
C 10.868 0.868 2.994 -0.057
C 4.400 1.902 0.912 -0.192
H -6.757 0.179 2.846 0.109
C -5.467 0.282 0.923 -0.016
F -6.544 -4.335 -5.754 0.150
O 5.053 -1.547 5.769 0.165
H -3.344 -2.945 -2.736 0.123
C 3.893 -0.340 7.531 -0.511
O -9.247 0.822 -5.601 0.145
F -5.337 -6.120 -5.563 0.155
C -6.910 2.256 -3.991 -0.042
C -6.280 1.150 -1.588 -0.035
H -12.156 0.017 -3.014 0.083
F 3.952 -0.901 8.757 0.158
O -3.201 -3.796 -6.333 0.164
C 13.206 -1.104 3.417 -0.366
H 6.672 0.049 4.375 0.070
H -1.919 2.225 2.306 0.066
C 5.085 -0.742 6.665 -0.367
H 9.990 -1.085 3.123 0.125
H 10.948 -0.660 4.536 0.124
C -1.316 -0.339 0.898 -0.174
H -0.698 -0.841 1.733 0.100

100
Properties=species:S:1:pos:R:3:lowdin_charge:R:1 method="wB97M-V/def2-TZVPD" fmax_ev_per_a=2.698 total_charge=0 e_homo_ev=-8.40 e_lumo_ev=-0.2266 smiles="C#Cc1ccc(N=C(C)C)c2c1C(=O)N(OCCCC)C2=O.O=C1OC[C@@H](F)O1.O=C1OC[C@@H](F)O1.O=C1OC[C@@H](F)O1.O=C1OC[C@@H](F)O1.O=C1OC[C@@H](F)O1.O=C1OC[C@@H](F)O1" homo_lumo_gap_ha=0.30049
H 4.278 -1.002 -3.270 0.125
H -0.727 6.126 4.538 0.125
C 1.047 -2.770 -0.315 -0.328
H 1.312 -3.518 -5.255 0.090
H 4.085 -3.018 -5.559 0.093
H 1.975 5.182 3.062 0.176
O -4.020 -4.879 -0.706 0.050
H -1.604 -3.781 -0.340 0.110
H 0.884 -2.574 -8.881 0.174
O -0.903 -2.401 1.056 -0.009
O 2.265 -1.121 -8.419 0.138
C 1.896 -0.616 -7.209 -0.554
C 3.592 6.665 2.924 -0.052
C -1.684 6.342 5.012 -0.046
O 1.427 -7.763 -5.099 0.126
O -1.309 6.084 7.246 0.133
H 4.103 6.177 3.750 0.141
H -1.436 -1.853 -1.817 0.110
H 1.724 -1.856 -4.935 0.061
H -6.116 -6.727 -1.046 0.174
H 3.840 1.257 -2.388 0.126
C -1.305 7.517 11.346 -0.310
H 0.983 3.820 0.058 0.036
C 2.373 0.604 -0.959 -0.178
F -1.407 4.204 5.997 0.084
O -1.090 8.273 7.740 0.167
C 0.052 -0.575 -8.496 -0.047
H -0.408 7.434 10.731 0.174
O -2.827 6.015 10.543 0.069
H 3.672 7.747 3.044 0.146
N 3.104 -3.254 -2.585 0.151
F -1.237 8.652 12.086 0.074
C 3.145 6.196 0.771 -0.553
O 4.158 6.278 1.669 0.077
H -3.080 1.377 -1.583 0.064
C -2.154 5.463 11.586 -0.548
C -1.965 5.423 6.176 -0.308
C -1.316 7.414 6.952 -0.547
H -3.117 -2.135 -1.459 0.105
F -5.452 -7.757 0.534 0.079
H -3.256 -6.632 0.086 0.149
H 3.535 -4.670 -5.385 0.079
H 0.892 -8.386 -3.214 0.173
H -2.517 7.838 9.577 0.113
C -3.462 0.381 -1.346 -0.095
C 2.518 -6.909 -3.289 -0.044
C -2.172 -1.813 -1.009 -0.171
O -5.746 -5.519 0.575 0.141
C 1.193 -7.474 -3.733 -0.311
F 0.197 -6.557 -3.639 0.070
C 0.674 -0.634 0.621 -0.328
O 1.932 6.368 1.385 0.119
C 3.544 -0.846 -2.489 0.008
C 3.922 -3.812 -4.825 -0.016
C 2.067 1.898 -0.421 -0.061
O 0.567 -0.358 -7.178 0.076
H -3.023 5.303 6.416 0.176
O -2.217 4.324 11.900 0.182
H -3.423 7.916 11.101 0.146
C -3.993 -6.310 -0.651 -0.046
O 2.636 -0.436 -6.300 0.159
H 4.856 -4.045 -4.323 0.090
C 2.895 -3.305 -3.856 -0.387
H -3.735 -6.732 -1.619 0.141
O -1.621 7.622 5.652 0.083
H 2.725 -7.089 -2.238 0.148
O 3.442 -7.615 -4.125 0.073
C 2.860 -1.978 -2.029 -0.210
C 1.593 -2.829 -4.452 -0.002
H -2.466 6.321 4.257 0.144
C 1.950 -1.773 -1.008 -0.014
H -2.797 -2.989 0.655 0.110
H -2.618 -0.350 0.533 0.116
C 1.075 -1.517 -9.080 -0.314
H -3.618 -0.119 -2.301 0.066
C 2.764 -8.031 -5.224 -0.551
O 0.343 0.155 1.454 0.159
N 0.229 -1.940 0.432 0.012
C -2.375 -0.362 -0.528 -0.223
H 2.597 -5.840 -3.485 0.109
C 3.306 0.407 -1.985 0.007
H -0.947 -1.001 -8.460 0.141
C -5.404 -6.636 -0.224 -0.315
O -1.389 6.402 12.217 0.132
H 0.782 -2.808 -3.728 0.084
O -5.252 -3.327 0.362 0.184
H -4.378 0.536 -0.781 0.068
F 1.225 -1.334 -10.412 0.081
O 3.256 -8.557 -6.162 0.185
O 3.289 5.995 -0.384 0.184
C -5.028 -4.461 0.105 -0.546
C 1.715 -0.512 -0.481 -0.021
H 0.016 0.374 -9.033 0.147
C -2.598 7.428 10.579 -0.054
C 2.158 6.218 2.772 -0.312
F 1.302 7.032 3.450 0.064
O 1.019 -3.968 -0.405 0.136
C 1.532 2.945 -0.189 0.151
H -1.449 0.175 -0.733 0.092
C -1.880 -2.818 0.096 -0.176

76
Properties=species:S:1:pos:R:3:lowdin_charge:R:1 method="wB97M-V/def2-TZVPD" fmax_ev_per_a=5.860 total_charge=0 e_homo_ev=-8.21 e_above_lowest_ev=13.848 e_lumo_ev=-0.8190 smiles="CCNc1c(CC(C)C)c(Cc2ccc(C)cc2)c(-c2ccccn2)c2c1C(=O)c1ccc(CCO)cc1C2=O" homo_lumo_gap_ha=0.27153
C -0.105 5.512 3.268 -0.041
C 1.156 2.589 -2.389 -0.108
C -0.636 -6.224 -0.280 -0.153
H -1.294 -4.861 -3.749 0.109
H -3.301 7.211 2.802 0.080
O -2.606 -2.032 -3.288 0.035
C 3.809 2.706 -1.840 -0.110
H 4.759 2.893 -2.454 0.081
H 1.912 4.401 2.887 0.093
C -0.364 0.240 -2.445 -0.113
C -1.414 -3.619 -1.744 -0.044
H 0.625 2.885 -3.361 0.093
H 1.204 3.504 -1.687 0.109
O 1.970 -6.243 0.331 -0.136
H -0.932 -7.677 1.421 0.115
C -1.439 -2.260 0.643 -0.252
C -1.243 -3.640 -0.176 -0.027
N -0.539 0.286 -3.898 -0.029
H -0.032 -8.451 -0.088 0.112
C -1.201 -4.887 -2.603 0.017
H -1.874 7.670 3.853 0.078
C -0.714 0.230 4.527 -0.125
H 0.327 6.229 4.060 0.092
C 0.369 -0.582 5.260 -0.046
H 2.839 0.050 -1.949 0.086
C -2.132 4.649 1.763 -0.025
H 2.671 -5.769 0.828 0.092
H -3.075 0.418 -2.825 0.058
H -3.096 6.411 4.467 0.078
C -1.538 1.308 -4.337 -0.244
H 1.085 -6.500 2.208 0.119
C 0.293 3.469 1.462 -0.157
C 1.193 -0.947 2.832 -0.019
C 2.670 2.165 -2.837 -0.367
H 1.910 1.910 1.627 0.126
H 3.532 3.642 -1.250 0.068
C 0.059 -0.067 2.278 -0.219
H -0.856 -0.609 -4.291 0.105
C -0.860 -4.925 0.583 0.053
C 2.874 0.580 -2.978 -0.118
C 0.803 4.455 2.579 -0.037
H -3.078 2.288 -2.946 0.077
C -2.931 1.301 -3.529 -0.102
H 2.878 2.611 -3.881 0.130
C -1.783 -2.168 -2.350 -0.249
C 0.581 1.319 -0.088 -0.067
C -1.619 5.649 2.854 -0.219
H 1.911 -8.035 1.412 0.116
C -0.194 -7.532 0.566 -0.123
H 3.923 0.358 -3.409 0.086
H 0.392 -0.728 6.401 0.090
C -0.803 -0.968 -0.090 0.025
H -0.601 -7.169 -2.380 0.098
C 1.234 -7.130 1.248 -0.228
H 1.931 -1.390 2.068 0.100
H 2.302 -1.907 4.730 0.085
C 1.459 -1.255 4.340 -0.030
C -0.803 -6.192 -1.815 -0.009
C -0.043 0.131 0.698 -0.029
H -1.808 1.124 -5.447 0.122
C -0.987 -0.946 -1.657 0.024
O -2.064 -2.219 1.726 0.058
H 2.054 3.087 0.171 0.080
H 2.114 0.070 -3.673 0.072
H -1.519 0.682 5.221 0.105
H -0.743 -4.901 1.719 0.117
H 4.078 1.838 -1.120 0.085
C -2.527 6.768 3.539 -0.116
C 1.335 2.435 0.771 -0.121
H -1.669 2.933 0.273 0.092
N -0.894 0.517 3.152 0.082
H -3.798 1.243 -4.294 0.079
H -3.234 4.747 1.452 0.092
H -1.139 2.385 -4.301 0.096
C 0.432 1.343 -1.646 -0.034
C -1.198 3.589 1.078 -0.020